Record 1
Formula: C2H8N2O
Source: OMol25
Level of theory: ωB97M-V/def2-TZVPD

The geometry in XYZ format:
```
13
Properties=species:S:1:pos:R:3:forces:R:3:nbo_charge:R:1
H 0.5599 0.3438 0.9193 0.0909 -0.1925 0.5944 0.172
H 1.3112 2.5424 0.5153 -0.0044 0.0857 -0.0282 0.374
N -0.4535 -1.2122 -0.9227 0.3770 0.0709 0.0219 -0.855
C -0.2350 0.2051 -0.9823 -0.5474 0.0153 0.2450 -0.117
O -0.4988 -2.0531 1.9777 0.4648 0.0757 0.5634 -0.951
N 0.4186 2.2665 0.1418 -0.1437 -0.0393 0.5572 -0.818
H -0.5966 0.7284 -1.8572 0.0425 -0.0013 -0.1703 0.176
H 0.2688 -1.5498 2.2837 -0.2736 -0.2305 0.0486 0.455
H -0.8975 -1.5721 -1.7540 -0.1462 0.1043 0.0103 0.376
H 0.4305 -1.7009 -0.8411 -0.0018 -0.0689 -0.0100 0.371
C 0.2240 0.8877 0.0639 0.4143 0.0491 -0.8670 -0.039
H 0.1387 2.8135 -0.6468 0.0042 0.0684 -0.3599 0.372
H -0.6703 -1.6993 1.1023 -0.2766 0.0631 -0.6053 0.486
```
Positions in Å, forces in eV/Å.

Values from the calculation:
structure (SMILES)	N/C=C/N.O
LUMO	0.97	eV
E	-7230.742	eV
Kohn-Sham gap	8.864	eV

---

Record 2
Formula: C5H24N2O6
Source: OMol25
Level of theory: ωB97M-V/def2-TZVPD

The geometry in XYZ format:
```
37
Properties=species:S:1:pos:R:3:forces:R:3:nbo_charge:R:1
H -0.7902 -2.8671 -0.1764 -0.1004 0.0327 -0.1527 0.224
H -1.3108 -1.4326 -1.8972 0.5318 -0.4272 0.1687 0.379
H -1.4611 0.5011 -3.4374 0.2780 0.0593 -0.1197 0.159
H -0.2774 -2.4846 1.4704 -0.3599 0.1321 -0.1808 0.207
H -1.6085 1.2870 -0.7950 -0.4930 -0.0268 -0.4546 0.511
H 0.8409 3.5403 2.3986 0.0400 0.0017 0.4378 0.492
O -1.2904 2.6166 0.1401 -0.5720 0.9692 0.2827 -0.994
C 0.0578 -2.5836 0.4338 1.3586 -0.1045 0.8241 -0.411
H 1.8746 2.6883 0.3865 0.3205 -0.6074 -0.7162 0.497
N -0.5073 -0.9453 -2.2878 -0.1996 2.0811 0.0572 -0.664
N 1.8599 -0.8558 0.6840 0.0875 -0.9347 0.4823 -0.871
O 2.3201 2.2259 -0.3662 -0.2496 0.7591 0.2181 -0.981
H 1.0911 -2.0547 -2.0032 1.0589 0.2543 0.2051 0.187
H -0.6244 2.7961 0.8449 -0.4074 0.0730 -0.3082 0.508
H -0.1022 -0.4653 0.1441 -0.1462 -0.0691 0.7041 0.178
H 2.2393 0.0176 0.3388 -0.2432 0.1313 -0.2228 0.387
H 1.9306 -3.6411 -0.2660 0.0907 0.4655 -0.0443 0.202
O -2.0242 0.8532 -1.5810 0.9255 0.0227 0.1870 -0.784
C 1.1453 -3.6685 0.4874 -0.4370 -1.6645 0.1242 -0.636
O -3.0777 -1.1140 -0.2201 -0.6095 0.1866 -0.9543 -0.988
C -0.9682 0.4365 -2.4641 -0.8945 -0.5582 -0.5510 0.084
H 2.3800 2.8815 -1.0811 -0.0392 -0.3795 0.3938 0.472
H 1.4457 -0.2730 -1.7494 -0.0047 0.0142 -0.4378 0.203
H 0.6052 1.9752 2.4528 0.2756 0.6677 0.2570 0.516
H 2.5593 -1.5677 0.4841 0.1092 0.1666 0.2616 0.353
H -2.0008 3.2987 0.1473 0.9590 -0.8182 0.1262 0.486
H -2.8677 -0.3970 -0.8798 0.3578 -0.1891 0.7847 0.491
H -0.2751 0.5897 3.7859 0.0448 0.0352 0.2568 0.483
H 1.1107 0.2429 3.2673 -0.2513 0.5454 0.7085 0.501
H 1.5842 -3.8144 1.4810 0.2228 0.6797 -0.1723 0.211
C 0.6376 -1.2582 -0.0113 -0.6751 2.0173 -1.5362 -0.060
H 0.7222 -4.6741 0.3424 -0.2746 0.2528 -0.1949 0.215
C 0.7677 -1.1002 -1.5703 -1.0850 -2.1643 0.5768 -0.236
O 0.7057 2.7606 1.8613 -0.0380 -0.2053 -0.3054 -0.993
O 0.6396 0.9022 3.8436 0.2011 -1.0342 -1.2051 -0.946
H -0.1401 1.1437 -2.4229 0.1237 -0.0840 0.0532 0.164
H -3.9398 -1.3898 -0.5632 0.0945 -0.2807 0.4463 0.457
```
Positions in Å, forces in eV/Å.

Values from the calculation:
structure (SMILES)	CC[C@@H](N)CNCO.O.O.O.O.O
LUMO	0.20	eV
E	-20839.590	eV
Kohn-Sham gap	8.311	eV

---

Record 3
Formula: C45H38N7OP2Pt
Source: OMol25
Level of theory: ωB97M-V/def2-TZVPD

The geometry in XYZ format:
```
94
Properties=species:S:1:pos:R:3:forces:R:3:lowdin_spin:R:1
H -3.5395 -2.5805 6.3044 -0.0114 -0.0097 -0.0080 0.000
N 0.9527 1.6832 0.7206 0.0087 0.1712 0.0635 0.128
O -1.3902 1.6119 -1.9979 -0.1580 0.2462 -0.3024 0.564
C -3.7036 3.2959 1.0275 -0.0183 -0.0012 0.0423 0.002
C 0.4397 -1.5199 3.5228 0.0058 0.0107 -0.0223 0.021
H 3.9852 -3.6387 -1.9532 -0.0024 0.0302 -0.0251 0.000
C -2.4669 -2.1414 4.5119 0.0361 0.0063 -0.0165 0.006
C 2.2992 -0.6092 -1.2157 0.0649 0.1247 0.0403 0.012
H 1.0352 4.9373 1.4966 -0.0045 0.0044 -0.0082 0.001
C 2.6441 0.0916 0.0864 -0.0460 0.0138 -0.1052 0.005
H -0.9554 5.1769 1.4527 0.0112 -0.0007 -0.0031 0.001
H -4.3711 1.0040 -0.4712 0.0057 -0.0077 -0.0068 0.000
H 3.4301 4.5673 1.0807 0.0029 -0.0023 0.0209 0.000
C -3.3891 -1.8718 5.5015 -0.0257 0.0278 -0.0063 0.002
H 1.4400 -1.9416 1.7852 0.0008 0.0332 0.0524 0.000
P -0.3147 -3.6556 0.2788 0.1310 -0.2289 0.1098 0.420
H 2.2025 0.6967 5.3799 0.0035 0.0017 -0.0039 0.000
H -0.1947 -8.4175 1.3917 -0.0058 -0.0004 0.0048 0.001
H 3.7027 -1.3639 -2.6530 0.0036 -0.0169 -0.0028 0.001
C -2.3495 -3.8426 1.9126 0.0851 -0.0225 0.0732 0.010
C 1.3938 -3.2685 0.1229 -0.0738 0.2253 -0.2187 0.046
C -0.2770 -6.3300 0.9406 0.0358 0.0369 -0.0090 0.016
H -3.3377 -0.0506 0.5117 -0.0024 -0.0023 0.0330 0.002
H -4.4350 1.1817 4.4699 0.0107 0.0100 0.0060 0.000
C -3.8926 0.2456 4.4734 0.0169 0.0035 -0.0272 0.000
C 2.1019 -3.7139 -0.9368 0.0118 -0.0149 0.0498 0.138
C -4.1119 -0.6799 5.4775 -0.0056 -0.0289 0.0225 -0.001
H 0.9072 0.8573 -1.9577 -0.0056 -0.0058 -0.0014 0.004
C -2.1301 -0.9550 -2.0017 0.0339 0.1969 -0.0345 0.056
H -4.7358 0.7596 1.2253 -0.0070 0.0137 -0.0122 0.000
C 1.9154 -2.0637 0.8295 0.0673 -0.0757 0.1000 -0.001
C 3.8844 -0.6177 0.6140 0.0208 0.0496 -0.0305 0.001
C -3.9174 0.8685 0.5137 -0.0176 -0.0132 -0.0338 0.002
H -2.2215 -4.6564 2.6230 -0.0118 -0.0017 0.0072 0.004
H -1.1285 -9.1064 -0.7866 0.0125 -0.0003 -0.0085 0.000
C 0.4945 2.9043 1.0406 -0.0835 -0.0230 0.0127 0.012
H -4.7819 3.3540 0.9643 -0.0005 -0.0046 0.0000 0.000
C 0.9612 -2.7072 4.0321 -0.0249 -0.0037 0.0195 0.009
H -4.8341 -0.4743 6.2560 0.0061 0.0044 0.0045 0.000
Pt -0.5146 0.1239 0.4926 0.3720 -0.5933 0.7398 1.285
H -2.7095 -4.2503 0.9709 -0.0055 -0.0040 0.0014 0.003
C 4.2795 -2.7195 0.0096 0.0484 -0.0541 -0.0694 0.008
C 3.1755 2.4969 0.5826 0.0075 -0.0083 0.0383 0.003
C -0.9883 3.0572 1.1170 0.0849 -0.0348 0.1028 0.009
C 0.8912 -0.2927 4.0036 0.0264 0.0250 -0.0212 0.006
C 2.3831 -1.4381 5.5009 0.0018 0.0027 -0.0025 0.007
H 2.1822 0.4125 -3.0892 0.0020 0.0209 0.0108 0.000
H 4.2195 2.3141 0.3677 0.0022 0.0056 0.0016 0.001
H 5.5736 -1.0026 -0.9094 -0.0238 0.0235 -0.0476 0.000
C 3.4200 -2.0314 1.0881 0.0563 -0.0207 0.0039 0.002
H 0.6160 -3.6645 3.6593 -0.0125 -0.0024 0.0031 0.001
H 5.0318 -3.4301 0.3344 -0.0143 0.0052 0.0449 0.000
H -1.8918 -3.0579 4.5607 0.0080 0.0020 0.0050 0.000
C 1.3792 3.9569 1.2076 0.0418 0.0098 -0.0191 0.004
P -0.9124 -1.4734 2.3118 0.3820 -0.0436 0.2106 0.142
C 2.2546 1.4693 0.4755 0.0019 -0.0307 -0.0427 0.017
C -2.3487 -0.0965 -3.1328 0.0024 -0.0619 0.0648 0.029
H 0.8598 -0.7138 -2.7943 0.0076 -0.0044 -0.0057 0.000
H 4.4863 -0.0405 1.3099 0.0142 -0.0220 0.0078 0.000
C -0.6260 -5.3748 -0.0233 0.0328 -0.1325 0.0414 0.070
H 2.3347 -3.5821 5.4238 -0.0040 -0.0012 0.0035 0.000
C -3.0789 2.0645 0.8458 0.0254 0.0246 -0.1104 0.007
H -3.0898 -3.1461 2.2865 -0.0144 0.0009 -0.0197 0.000
N 1.5453 -0.8764 0.0362 -0.0805 -0.0672 -0.0678 0.087
C -2.9651 -0.5110 -4.3464 0.0289 -0.0031 -0.0199 0.000
H 3.1409 -1.4071 6.2721 -0.0121 -0.0011 0.0136 0.000
N -1.0288 -3.1372 1.7149 -0.4262 0.3175 -0.2835 0.205
C -0.4613 -7.6696 0.6577 -0.0280 -0.0005 -0.0239 0.005
C -2.9685 -0.0247 3.4708 -0.0156 0.0055 0.0162 0.001
N -1.9221 1.1167 -2.9503 -0.0071 -0.0511 0.0241 0.435
C -1.3211 -7.1093 -1.5309 -0.0135 0.0114 0.0014 -0.001
C -0.9834 -8.0555 -0.5749 0.0108 -0.0183 0.0219 0.001
H 0.4793 0.6352 3.6181 -0.0147 -0.0051 0.0026 0.000
H -1.7243 -7.4198 -2.4849 -0.0055 0.0028 0.0010 0.000
N -3.4550 -0.8972 -5.3091 -0.0174 -0.0146 -0.0057 -0.025
C 4.5925 -1.3184 -0.5707 0.0272 0.0003 0.0294 0.001
H -3.4129 5.3856 1.4014 -0.0025 -0.0026 0.0113 0.000
C 2.7314 3.7481 0.9755 -0.0278 -0.0075 -0.0201 0.004
H 0.1412 -6.0290 1.8940 0.0061 0.0008 -0.0053 0.000
H -1.4344 -5.0182 -1.9945 0.0191 0.0038 -0.0049 0.004
C 1.9320 -2.6617 5.0224 0.0099 0.0070 -0.0099 0.000
C 1.5112 0.0262 -2.3222 -0.0197 0.0086 -0.0025 0.007
C 1.8604 -0.2546 4.9948 0.0101 -0.0103 -0.0103 -0.001
H 1.7269 -4.5017 -1.5825 0.0254 -0.0347 0.0224 0.005
C -2.9455 4.4195 1.2659 0.0284 0.0062 -0.0059 0.001
N -1.7431 1.9470 0.9222 -0.1023 0.1557 -0.4483 0.083
C -1.1507 -5.7600 -1.2576 -0.0404 0.0122 0.0099 0.011
H 3.6528 -2.2959 2.1167 -0.0333 -0.0161 0.0019 0.001
C -2.2706 -1.2245 3.4682 -0.1079 -0.0686 -0.0238 0.023
H -2.7652 0.7158 2.7164 -0.0007 -0.0205 0.0373 0.000
C 3.4560 -1.5321 -1.6082 -0.0661 -0.0611 0.0678 0.019
C 3.4179 -3.0731 -1.2185 -0.0431 0.0296 -0.0186 0.019
C -1.5620 4.2988 1.2993 -0.0594 -0.0197 0.0524 0.003
N -1.8251 -1.3656 -0.9701 -0.1557 -0.0114 -0.0802 0.051
```
Positions in Å, forces in eV/Å.

Values from the calculation:
charge	+3
multiplicity	5
LUMO (alpha / beta)	-8.65 / -10.28	eV
E	-81553.950	eV
Kohn-Sham gap (alpha / beta)	7.060 / 6.054	eV

---

Record 4
Formula: C7H12N2
Source: OMol25
Level of theory: ωB97M-V/def2-TZVPD

The geometry in XYZ format:
```
21
Properties=species:S:1:pos:R:3:forces:R:3:nbo_charge:R:1
H 2.7226 -2.5767 -0.4574 -1.0078 1.0865 1.2555 0.244
N -1.1741 -1.0695 -0.9857 4.1478 -4.3120 0.2460 -0.755
C 1.2095 0.7016 -0.2153 5.0353 -1.1129 0.1176 -0.195
H -3.6890 1.8469 0.8740 3.1396 0.4428 -3.0721 0.265
H -3.1801 2.6917 -1.9480 1.0564 -1.3686 3.4219 0.244
H -1.1628 1.5725 -1.5842 0.9478 0.0965 2.6837 0.230
H 1.1110 -2.7837 1.8448 0.2577 -0.9104 -0.0524 0.191
H 1.4464 -1.0434 2.2208 -0.2223 -1.0191 -2.3092 0.212
H -1.0104 -2.0232 -0.0858 -0.1640 3.1671 -3.9168 0.345
N -2.5079 2.3254 -0.2179 -0.8011 0.8869 0.7432 -0.667
H 1.7925 1.6935 -0.5033 -1.9605 -1.9183 0.3196 0.236
H 3.2140 0.1050 -0.7146 -2.0394 -1.1587 1.0654 0.206
H -2.2438 -0.0757 0.5182 0.2431 -0.4661 0.5325 0.223
H -0.1039 1.2048 1.5028 0.0135 -1.1797 -2.1929 0.248
C -1.2134 1.5078 -0.3954 -4.1702 -1.4461 -5.7296 -0.139
C 1.5047 -1.8869 1.4174 2.4918 0.7531 -0.8737 -0.354
C -1.3500 -0.0411 -0.0942 1.6236 3.4133 1.1603 -0.076
C 2.2361 -0.3389 -0.2032 0.2631 3.1793 -1.7526 -0.199
C -0.1397 0.8079 0.3818 -1.1949 1.2480 3.7673 -0.334
H 0.2486 -0.8397 -1.5893 -4.3366 -0.8328 2.2495 0.338
C 2.2900 -1.7781 0.2345 -3.3227 1.4511 2.3367 -0.264
```
Positions in Å, forces in eV/Å.

Values from the calculation:
LUMO	-1.31	eV
E	-10417.120	eV
Kohn-Sham gap	6.493	eV